[1]
Here is a 3-piece molecular cluster, C40H71ClN4O14P2S3 overall from the OMol25 dataset. Energies are from the ωB97M-V functional and the def2-TZVPD basis.

The geometry in XYZ format:
```
135
Properties=species:S:1:pos:R:3:forces:R:3
C -0.452375 7.138245 -1.327030 -0.035 -1.643 -0.359
C -1.833334 6.201282 -1.378171 0.924 1.368 1.443
N -2.562842 6.606113 -2.639723 -0.506 -3.577 -0.216
C -4.050094 6.787412 -2.429722 -1.684 1.766 0.152
C -4.324767 8.431464 -2.517805 0.988 0.110 -0.058
C -2.236751 5.720778 -3.821983 0.530 1.713 -2.162
S -1.929409 6.512626 -5.323591 -0.577 -1.426 2.936
S -2.172889 3.848989 -3.839464 0.859 1.088 0.123
C -0.846607 3.323698 -5.109178 0.859 -0.179 -2.049
C -0.586774 1.686810 -5.070382 -0.481 -0.445 0.716
C 0.558495 1.258906 -3.949316 -0.619 -0.257 -0.054
C -0.221254 1.063644 -2.515058 -1.333 -0.332 2.887
C -1.119854 -0.314347 -2.211920 0.493 2.835 1.927
C -1.204451 -1.509169 -3.377806 -0.061 -0.294 0.436
C -2.701103 -1.647968 -4.050346 -3.732 5.318 -1.539
O -3.503243 -0.638676 -4.403347 5.667 -7.017 2.494
Cl -3.288234 -3.419848 -4.351535 0.878 2.243 0.426
C -1.924928 -0.495645 -0.756931 1.320 2.379 -0.438
C -2.800029 -1.870036 -0.509979 -0.314 -0.333 0.266
C -1.900122 -3.210398 -0.217238 -0.162 -0.979 0.222
N -1.382721 -3.291338 1.230583 1.237 0.490 -1.754
C -1.859564 0.702650 0.362097 1.583 0.613 -2.760
C -0.967117 2.079549 0.036979 0.060 -1.456 -1.877
C -0.125917 2.293719 -1.385712 -1.979 -2.829 1.000
C 0.777163 3.642692 -1.714898 0.579 -0.241 -0.633
C 2.406855 3.357930 -1.629247 -0.063 0.541 0.819
C 2.872418 3.006390 -0.095381 -0.349 1.161 -0.170
N 4.198993 2.280189 -0.138375 -0.145 0.263 1.291
C -0.980521 3.268927 1.212983 3.183 1.818 0.810
O 0.060310 4.054629 1.499388 -6.472 -4.655 -1.955
C -2.419190 3.364343 2.061312 -1.678 -2.536 -0.074
N -2.858748 4.768215 2.438197 0.340 -2.476 -0.193
C -3.217788 2.110490 2.369546 2.273 3.188 -1.014
C -4.612448 2.334838 3.199377 0.438 0.338 -1.169
C -5.628743 1.049749 3.222088 -0.802 0.710 0.116
C -6.134182 0.847645 4.775506 -0.215 1.308 -0.205
S -6.079425 -0.922549 5.393894 -4.356 -4.012 2.763
O -6.518233 -1.958988 4.328187 2.623 4.079 3.214
O -6.966627 -1.050190 6.693352 3.696 1.175 -4.884
O -4.453962 -1.173111 5.959992 -1.753 2.513 -1.450
C -2.626984 0.652799 1.847583 0.610 -3.632 1.547
O -2.685203 -0.494479 2.528273 -0.108 7.027 -3.899
H -0.607774 8.189744 -1.828837 0.095 -2.171 1.240
H -0.117030 7.177736 -0.205163 -0.381 0.128 -2.266
H 0.343261 6.542259 -1.978862 -1.408 1.505 1.453
H -2.431916 6.504684 -0.391034 0.891 -0.581 -2.409
H -1.610910 5.057069 -1.275378 -0.304 2.070 -0.437
H -4.401375 6.478817 -1.334143 0.938 0.269 -2.441
H -4.724361 6.251827 -3.234942 1.584 0.896 1.665
H -4.525401 8.798997 -3.622884 0.273 -0.909 2.310
H -5.167970 8.793849 -1.786709 1.554 -0.766 -1.541
H -3.286811 8.931381 -2.205809 -2.394 -0.999 -0.531
H 0.166721 3.919164 -4.962911 -2.176 -1.178 -0.061
H -1.190963 3.561857 -6.224175 0.458 -0.272 2.632
H -1.586528 1.145109 -4.724381 1.976 1.168 -0.983
H -0.306018 1.276397 -6.151839 -0.518 1.145 2.343
H 1.377345 2.095254 -3.956603 -1.646 -1.630 0.476
H 1.125459 0.248397 -4.236450 -1.431 2.163 0.600
H -0.456506 -1.319574 -4.272506 -1.646 -0.086 1.849
H -0.900504 -2.576361 -2.940123 -0.879 2.483 -0.840
H -3.544423 -1.764629 0.417046 1.890 0.028 -1.953
H -3.511105 -2.145962 -1.428191 1.763 0.960 1.724
H -0.956230 -3.335223 -0.897550 -2.028 0.458 0.637
H -2.607891 -4.161118 -0.357113 1.500 2.156 0.090
H -0.694345 -2.480724 1.274978 -1.043 -1.321 0.325
H -0.773557 -4.162464 1.255197 -0.963 1.429 0.044
H 0.589576 4.035796 -2.826486 0.028 -1.113 2.462
H 0.550789 4.552262 -1.014410 0.197 -2.121 -1.081
H 2.939401 4.384743 -1.924024 -1.120 -2.317 0.380
H 2.775984 2.495806 -2.331105 -0.825 1.670 1.317
H 3.051071 4.042140 0.470083 -0.900 -2.250 -1.059
H 2.009773 2.384462 0.444660 2.078 1.340 -1.132
H 4.993612 2.916430 0.158258 -1.482 -1.082 -0.426
H 4.167723 1.494062 0.548925 0.203 1.014 -0.803
H -3.330516 4.806875 3.368047 0.394 -0.151 -1.393
H -3.407076 5.235448 1.683251 0.645 -0.721 0.950
H -4.323150 2.760255 4.254860 -0.691 -1.106 -1.875
H -5.190035 3.220893 2.645335 1.441 -1.857 1.179
H -5.223916 0.080454 2.706986 -0.522 1.859 1.364
H -6.601471 1.362188 2.604526 2.211 -0.785 1.378
H -7.253008 1.252978 4.863015 2.390 -1.491 0.062
H -5.518453 1.493029 5.564945 -1.170 -1.554 -1.723
H -4.061494 -0.234606 6.043506 -0.689 -2.042 -0.156
O 8.545330 0.433744 -5.074355 0.073 -4.374 1.518
P 9.051614 0.260325 -3.621483 1.160 9.718 -0.246
O 8.050706 1.420181 -2.986015 -0.621 -0.679 0.029
C 6.652246 1.195086 -2.986575 -0.352 0.281 0.127
C 6.253001 0.196608 -1.919598 -0.071 -0.173 0.085
O 10.393200 1.231082 -3.801114 0.128 -1.633 0.344
C 10.958083 1.450895 -5.085253 -0.024 0.208 -0.491
C 10.366017 2.692607 -5.731929 -0.012 0.297 -0.003
O 9.617312 0.066553 -1.998112 -0.464 -3.241 -1.992
C 9.421300 -1.183132 -1.356760 0.165 -0.331 0.716
C 9.546059 -2.380531 -2.278269 0.185 0.047 0.050
H 6.313159 0.866655 -3.973191 0.045 0.005 -0.031
H 6.172242 2.156088 -2.777171 0.156 -0.049 -0.023
H 6.613634 -0.803582 -2.177975 0.001 -0.100 -0.030
H 5.166037 0.147332 -1.816747 0.115 0.036 0.006
H 6.687874 0.466227 -0.951320 -0.122 0.050 -0.145
H 10.837651 0.566185 -5.719455 -0.117 0.215 0.057
H 12.034614 1.593644 -4.952714 -0.092 -0.029 0.214
H 9.274315 2.701570 -5.702108 0.098 -0.248 -0.045
H 10.684096 2.771805 -6.776127 0.002 0.005 0.108
H 10.695215 3.592024 -5.199732 0.044 -0.144 -0.082
H 8.450997 -1.180801 -0.858080 -0.102 -0.075 0.019
H 10.180116 -1.258049 -0.570946 -0.024 0.120 -0.090
H 8.770059 -2.371481 -3.049439 -0.186 -0.007 -0.033
H 9.445553 -3.310822 -1.709976 0.000 0.106 -0.150
H 10.512576 -2.378823 -2.788148 0.011 -0.029 0.097
O -3.634074 -8.913814 5.879947 -2.577 3.764 0.660
P -3.032099 -7.597802 5.329520 7.429 -5.456 -2.621
O -2.712074 -8.211037 3.822062 -0.889 0.146 -0.314
C -3.795275 -8.574654 2.984914 0.036 -0.210 -0.328
C -4.473599 -7.354043 2.397734 -0.070 0.165 -0.054
O -1.512395 -7.835788 5.968542 -0.894 1.222 0.501
C -1.327956 -8.677372 7.097323 -0.025 -0.458 0.188
C -1.022847 -10.102665 6.666009 0.197 -0.193 -0.113
O -2.359479 -6.127350 4.714497 -3.081 0.190 2.242
C -3.193078 -4.982829 4.632951 -0.044 0.918 -0.233
C -4.195634 -4.862780 5.763869 0.202 0.096 0.055
H -4.513488 -9.195222 3.528352 0.031 -0.008 0.032
H -3.383764 -9.182525 2.173169 0.093 0.027 0.167
H -5.004644 -6.799727 3.177427 -0.081 0.032 -0.033
H -5.199877 -7.639934 1.632694 0.007 0.022 0.077
H -3.738102 -6.676437 1.951343 -0.072 -0.147 0.029
H -2.196916 -8.631647 7.762337 0.088 -0.135 -0.195
H -0.480175 -8.285282 7.666880 -0.019 0.137 -0.184
H -1.730991 -10.477423 5.923801 -0.121 0.158 0.191
H -1.036068 -10.776964 7.527948 0.035 0.069 -0.069
H -0.032714 -10.154950 6.199687 -0.087 0.044 0.134
H -3.700182 -4.977919 3.667033 -0.079 0.062 -0.037
H -2.533343 -4.109073 4.647779 0.020 -0.146 -0.052
H -4.908963 -5.692238 5.752739 -0.158 -0.117 -0.104
H -4.761844 -3.930156 5.673754 0.033 -0.209 0.038
H -3.691200 -4.879437 6.733098 0.022 0.087 -0.030
```
Positions in Å, forces in eV/Å.

Values from the calculation:
Spin multiplicity: 1
Structure (SMILES): CCN(CC)C(=S)SCCCc1c(CC(=O)Cl)c(CCN)c2c(c1CCCN)C(=O)C(N)=C(CCCS(=O)(=O)O)C2=O.CCOP(=O)(OCC)OCC.CCOP(=O)(OCC)OCC

Löwdin atomic charge list, values in e, 6 entries: C -0.09; C -0.24; N -0.25; C -0.23; C -0.11; C -0.96

[2]
Here is a 2-piece molecular cluster, C4H7NO overall from the OMol25 dataset. Energies are from the ωB97M-V functional and the def2-TZVPD basis.

The geometry in XYZ format:
```
13
Properties=species:S:1:pos:R:3:forces:R:3
O -1.030615 -0.408724 2.370123 -0.109 -0.206 0.047
C -0.692282 0.203175 -0.664578 -0.161 -0.059 -0.036
C 0.333565 1.279296 -0.772007 0.062 0.183 -0.061
C 0.736183 -0.077789 -0.243314 0.109 -0.059 0.076
C 1.536116 -0.951939 -1.069236 0.504 -0.575 -0.556
N 2.158864 -1.664747 -1.736505 -0.585 0.694 0.636
H -1.864067 -0.753745 2.710902 0.087 0.077 0.053
H -1.416227 0.266650 0.140592 0.126 0.024 -0.205
H -1.032131 -0.272779 -1.579077 0.078 0.085 0.142
H 0.309085 2.081185 -0.041176 0.009 -0.131 -0.125
H 0.693182 1.559869 -1.756356 -0.055 -0.076 0.147
H -0.684872 -1.122830 1.820915 -0.050 0.033 0.094
H 0.953198 -0.137622 0.819718 -0.015 0.010 -0.212
```
Positions in Å, forces in eV/Å.

Values from the calculation:
Energy relative to the best compared isomer or geometry (same formula, charge and spin), kcal per mole: 40.73
Spin multiplicity: 1
Structure (SMILES): N#CC1CC1.O

natural (NBO) atomic charge list, values in e, 6 entries: O -0.94; C -0.40; C -0.38; C -0.37; C 0.29; N -0.33

| no. | strongest force on any atom (eV/A) | LUMO energy (eV) | electronic energy (eV) |
| --- | --- | --- | --- |
| 1 | 9.8 | -2.026 | -140836.3874 |
| 2 | 1.1 | 0.600 | -7797.8783 |